Below is a 9-piece molecular cluster, C23H65Cl6O28P7 overall, with properties calculated with ωB97M-V/def2-TZVPD.

CARTESIAN COORDINATES (ANGSTROEM)
C  1.05  23.27  10.56
O  -0.28  23.00  10.98
P  -0.51  22.24  12.45
O  0.29  22.75  13.58
O  -2.14  22.36  12.62
C  -2.70  21.85  13.78
O  -0.27  20.63  12.17
C  -0.23  19.64  13.17
H  1.15  22.80  9.59
H  1.78  22.85  11.25
H  1.19  24.35  10.52
H  -3.27  22.62  14.29
H  -2.12  21.30  14.53
H  -3.45  21.13  13.46
H  -0.01  20.06  14.16
H  0.50  18.86  12.98
H  -1.23  19.21  13.17
C  7.20  25.91  15.79
O  7.57  24.65  15.23
P  8.72  23.67  15.84
O  10.05  24.31  15.84
O  8.11  23.40  17.36
C  6.80  22.79  17.46
O  8.57  22.27  14.96
C  9.64  21.38  14.88
H  6.89  26.62  15.03
H  7.97  26.34  16.43
H  6.34  25.75  16.45
H  6.35  23.29  18.32
H  6.80  21.72  17.65
H  6.14  23.11  16.65
H  10.55  21.97  14.94
H  9.60  20.98  13.87
H  9.58  20.64  15.68
C  4.82  19.87  10.18
O  4.70  18.60  10.73
P  5.91  17.60  10.35
O  7.27  18.09  10.67
O  5.56  16.19  11.07
C  6.25  15.00  10.80
O  5.74  17.30  8.69
C  4.59  16.67  8.14
H  5.81  20.30  10.06
H  4.24  20.57  10.78
H  4.53  19.86  9.13
H  7.04  14.74  11.50
H  6.69  14.90  9.81
H  5.56  14.16  10.86
H  4.76  15.64  7.80
H  4.31  17.35  7.34
H  3.83  16.43  8.88
C  3.26  20.55  13.37
O  3.56  19.69  14.39
P  4.85  19.82  15.32
O  5.09  18.65  16.18
O  6.09  20.21  14.36
C  6.64  19.39  13.38
O  4.56  21.19  16.18
C  3.52  21.29  17.09
H  2.31  21.08  13.44
H  3.05  19.94  12.49
H  4.04  21.26  13.09
H  5.99  18.59  13.03
H  7.63  19.10  13.73
H  6.76  20.03  12.51
H  2.75  21.90  16.63
H  3.84  21.75  18.03
H  3.09  20.31  17.31
C  -0.23  20.91  17.45
O  0.84  20.72  18.26
P  0.58  20.91  19.85
O  0.15  22.23  20.34
O  -0.44  19.73  20.27
C  -1.86  19.78  20.20
O  1.97  20.47  20.54
C  2.47  19.19  20.24
H  0.12  21.27  16.48
H  -0.88  21.71  17.80
H  -0.76  19.97  17.29
H  -2.17  18.82  19.78
H  -2.34  20.50  19.55
H  -2.19  19.93  21.23
H  1.96  18.61  19.46
H  2.41  18.59  21.16
H  3.48  19.20  19.83
C  2.32  16.48  17.08
O  1.49  16.96  16.09
P  1.01  15.93  14.88
O  0.00  16.43  13.97
O  2.44  15.48  14.19
C  3.34  16.35  13.47
O  0.51  14.52  15.63
C  0.57  13.29  14.96
H  2.81  17.26  17.66
H  3.14  15.87  16.69
H  1.64  15.93  17.74
H  3.74  15.89  12.57
H  4.22  16.56  14.08
H  2.91  17.33  13.28
H  0.69  13.41  13.89
H  -0.39  12.77  15.04
H  1.37  12.63  15.30
C  3.46  24.29  15.20
O  3.87  25.43  15.97
P  2.74  26.51  16.27
O  2.12  27.16  15.05
O  1.64  25.65  17.16
C  1.95  25.19  18.46
O  3.48  27.47  17.35
C  4.48  28.40  16.94
H  2.46  23.95  15.48
H  4.11  23.42  15.29
H  3.44  24.52  14.13
H  1.58  25.95  19.16
H  3.01  25.07  18.69
H  1.55  24.22  18.74
H  5.40  28.19  17.49
H  4.14  29.40  17.20
H  4.72  28.44  15.88
Cl  8.02  22.01  10.99
C  7.43  23.33  12.07
Cl  6.13  22.84  13.19
Cl  6.97  24.87  11.23
H  8.31  23.66  12.62
Cl  10.07  17.72  14.63
C  11.35  16.74  15.23
Cl  12.90  17.33  14.58
Cl  11.04  15.07  14.93
H  11.41  17.00  16.29

Summary:
charge	0
largest force on an atom	4.3	eV/Å
energy relative to the best compared isomer or geometry (same formula, charge and spin)	417.01	kJ/mol
HOMO-LUMO gap	10.750	eV